Record 1
ORCA calculation (ωB97M-V/def2-TZVPD) on a molecular structure, C32H35AlFN4OSSe.

Geometry as XYZ:
```
76
Properties=species:S:1:pos:R:3
Al -1.27492 -0.49026 0.04964
C -1.53774 -1.33425 4.08752
C -2.20438 -1.15343 2.76668
O -1.55102 -0.76377 1.77825
N -3.49085 -1.42718 2.63635
C -4.22983 -1.01688 1.43715
C -3.96616 -1.81983 0.18905
C -4.85042 -2.78689 -0.24833
C -4.69032 -3.36779 -1.49690
C -3.65631 -2.91203 -2.30477
C -2.79650 -1.96739 -1.79913
N -2.90598 -1.45629 -0.56240
H -0.46045 -1.30066 3.94813
H -1.81949 -2.28590 4.53691
H -1.82686 -0.53408 4.77031
H -4.01313 -1.64313 3.46969
H -3.94510 0.02533 1.19133
H -5.28989 -1.05634 1.67389
H -5.67736 -3.07795 0.38558
H -5.36322 -4.13987 -1.84245
H -3.53137 -3.28747 -3.30967
H -1.96758 -1.56969 -2.37542
C 1.60134 -0.16910 -4.05134
C 1.97304 -0.78084 -2.69618
C 3.23497 -1.64006 -2.84953
C 2.16783 0.28498 -1.63020
C 3.04127 1.33413 -1.88475
C 3.24010 2.34318 -0.96017
C 2.60258 2.28062 0.26384
C 1.76652 1.21747 0.58294
C 1.27742 1.07374 2.01236
C 2.47671 0.95227 2.96186
C 0.35321 2.21516 2.44058
C 1.50430 0.24277 -0.39176
N 0.57541 -0.81519 -0.11744
C 1.14814 -2.02637 0.20038
C 2.50312 -2.23601 0.50054
C 2.98214 -3.50474 0.78535
C 2.14043 -4.60743 0.80242
C 0.78382 -4.42698 0.55963
C 0.33714 -3.16131 0.28151
F -1.00667 -2.93575 0.05590
H 1.30242 -0.95612 -4.74729
H 2.44577 0.36372 -4.49094
H 0.77409 0.53149 -3.94181
H 1.15117 -1.43078 -2.38927
H 4.09504 -1.01550 -3.09877
H 3.09801 -2.37276 -3.64806
H 3.46088 -2.17767 -1.93124
H 3.56798 1.36662 -2.83125
H 3.90505 3.16758 -1.18296
H 2.76552 3.06472 0.99462
H 0.71424 0.14377 2.08066
H 3.06123 1.87296 2.97895
H 3.13439 0.13944 2.64854
H 2.13360 0.74751 3.97924
H 0.84372 3.18576 2.35338
H 0.03986 2.08310 3.48102
H -0.53844 2.23157 1.81164
H 3.16684 -1.38198 0.50796
H 4.03554 -3.63021 1.00214
H 2.52622 -5.59564 1.00977
H 0.08996 -5.25704 0.59006
S -3.28143 1.71807 0.02898
C -1.83518 1.23570 -0.70580
Se -1.07525 2.34348 -2.09083
C -0.71941 4.06849 -1.33819
C 0.16862 4.88519 -2.03693
C 0.53887 6.09587 -1.48085
N 0.08890 6.54065 -0.30984
C -0.78818 5.77213 0.32794
C -1.23298 4.54267 -0.13942
H 0.58123 4.56238 -2.98431
H 1.24421 6.74434 -1.99211
H -1.16293 6.16104 1.27004
H -1.95346 3.97465 0.42757
```

## Properties
Electronic energy (hartree): -4676.64934
LUMO (spin up / spin down) (eV): -0.56 / -0.56
Max |F| (eV/Å): 2.6
HOMO (spin up / spin down) (eV): -5.1434 / -6.4217
Charge: 0
2S+1: 2
Frontier orbital gap (spin up / spin down) (Ha): 0.169 / 0.215

Results of the Löwdin charge analysis, in e, for atoms 1 through 8: Al 0.079; C 0.053; C -0.389; O 0.089; N 0.136; C -0.117; C -0.200; C 0.002

***

Record 2
ORCA calculation (ωB97M-V/def2-TZVPD) on a molecular structure, C32H35AsCrN4S.

Geometry as XYZ:
```
74
Properties=species:S:1:pos:R:3
Cr 0.36586 0.38597 0.59966
C -2.65791 1.99009 2.00053
C -2.12441 0.69246 2.54118
C -2.94006 -0.18722 3.23824
C -2.40919 -1.35756 3.74134
C -1.04218 -1.58836 3.63934
C -0.27753 -0.64579 2.99333
N -0.81939 0.42459 2.37311
C 1.21700 -0.66178 3.04843
C 1.81067 -1.09075 4.21169
C 3.18130 -0.97015 4.34114
C 3.88849 -0.45718 3.28036
C 3.24322 -0.07265 2.10948
N 1.89913 -0.14339 1.99195
C 4.16677 0.36288 1.00540
C 5.16659 -0.51998 0.62401
C 6.13971 -0.06689 -0.25329
C 6.08773 1.24596 -0.67614
C 5.03520 2.06241 -0.26580
C 4.98439 3.50332 -0.70076
N 4.06734 1.60908 0.54827
H -2.82288 2.67781 2.83230
H -3.62041 1.85956 1.49978
H -1.95046 2.46804 1.32684
H -3.98976 0.05117 3.36969
H -3.04794 -2.07651 4.24267
H -0.58576 -2.47735 4.05643
H 1.20092 -1.48040 5.01434
H 3.68195 -1.25201 5.26077
H 4.95917 -0.32552 3.34263
H 5.18494 -1.53492 1.00646
H 6.94112 -0.72336 -0.57417
H 6.86093 1.65320 -1.31646
H 5.93119 3.81015 -1.14344
H 4.77049 4.15325 0.15022
H 4.20839 3.66424 -1.44649
N -1.39455 0.32508 -0.43253
S -1.80371 -0.88435 -1.42461
C -3.03742 -0.29621 -2.55338
C -3.28255 1.06202 -2.67891
C -4.21952 1.48173 -3.61978
C -4.87248 0.55221 -4.41761
C -4.59995 -0.80609 -4.28445
C -3.67519 -1.24058 -3.35165
C -2.74226 -2.06131 -0.49001
C -2.06489 -3.19571 -0.05788
C -2.72929 -4.10226 0.76012
C -4.04801 -3.86436 1.12684
C -4.71358 -2.72256 0.68424
C -4.06305 -1.81042 -0.13128
H -2.23875 0.68539 0.00281
H -2.75674 1.78208 -2.06356
H -4.43226 2.53861 -3.72901
H -5.59658 0.88521 -5.15198
H -5.11081 -1.52970 -4.90871
H -3.46781 -2.30084 -3.23986
H -1.03961 -3.37793 -0.36662
H -2.22438 -5.00197 1.09081
H -4.57120 -4.58292 1.74621
H -5.74731 -2.55359 0.96093
H -4.58389 -0.93216 -0.50006
C 3.20595 0.29929 -2.23540
As 1.49072 0.91535 -1.58768
C 0.50697 0.71021 -3.25191
C 1.42346 2.85401 -1.51952
H 3.66007 1.04819 -2.88022
H 2.99280 -0.59057 -2.82150
H 3.88348 0.04634 -1.42596
H 1.05863 1.27829 -3.99433
H -0.49949 1.11813 -3.17537
H 0.46363 -0.33059 -3.56561
H 1.72470 3.28144 -2.47139
H 2.02421 3.24128 -0.70704
H 0.37604 3.09685 -1.34725
```

## Properties
Electronic energy (hartree): -5137.39758
LUMO (spin up / spin down) (eV): -5.64 / -5.76
Max |F| (eV/Å): 0.5
HOMO (spin up / spin down) (eV): -14.2932 / -14.3007
Charge: +2
2S+1: 5
ΔE to the lowest compared entry with this formula, charge and spin (eV): 1.626
Frontier orbital gap (spin up / spin down) (Ha): 0.318 / 0.314

Results of the Löwdin charge analysis, in e, for atoms 1 through 8: Cr 0.612; C -0.012; C -0.302; C 0.009; C -0.001; C 0.008; C -0.221; N 0.048

***

What is the electronic energy in the first record?
-4676.64934 hartree